A.
{
  "formula": "C4H11N2S",
  "method": "ωB97M-V with the def2-TZVPD basis set",
  "symbols": ["N", "C", "C", "S", "C", "N", "C", "H", "H", "H", "H", "H", "H", "H", "H", "H", "H", "H"],
  "xyz": [[-1.102, 0.261, 1.151], [-0.542, -0.388, -0.072], [-1.040, -1.827, -0.225], [-2.818, -2.056, -0.097], [0.984, -0.361, 0.072], [1.601, 0.935, 0.289], [1.185, 1.931, -0.681], [-2.054, 0.491, 0.866], [-1.321, -0.527, 1.770], [-0.881, 0.229, -0.904], [-0.652, -2.202, -1.177], [-0.505, -2.391, 0.553], [1.429, -0.840, -0.803], [1.192, -0.999, 0.928], [1.307, 1.243, 1.212], [1.183, 1.466, -1.677], [1.882, 2.765, -0.686], [0.153, 2.271, -0.517]],
  "smiles": "CNC[C@H](N)C[S-]",
  "homo_energy_ev": -2.55,
  "total_charge": -1,
  "mol_weight_g_mol": 119.21,
  "gap_ev": 6.3,
  "lumo_energy_ev": 3.783
}

***

B.
{
  "formula": "C4H11N2S",
  "method": "ωB97M-V with the def2-TZVPD basis set",
  "symbols": ["C", "N", "C", "N", "C", "C", "S", "H", "H", "H", "H", "H", "H", "H", "H", "H", "H", "H"],
  "xyz": [[0.742, -0.848, -0.180], [-0.065, -1.232, 0.989], [-0.341, -0.142, 1.964], [-1.659, 0.417, 1.845], [0.378, 0.485, -0.857], [0.548, 0.562, -2.370], [2.243, 1.101, -2.983], [1.786, -0.915, 0.163], [0.698, -1.638, -0.940], [-0.938, -1.703, 0.816], [0.499, 0.541, 1.830], [-0.279, -0.611, 2.949], [-2.426, -0.221, 1.798], [-1.918, 1.288, 1.419], [1.099, 1.206, -0.420], [-0.603, 0.818, -0.523], [0.373, -0.430, -2.795], [-0.139, 1.323, -2.705]],
  "smiles": "NCNCCC[S-]",
  "homo_energy_ev": -2.25,
  "total_charge": -1,
  "mol_weight_g_mol": 119.21,
  "gap_ev": 5.9,
  "lumo_energy_ev": 3.610
}

***

C.
{
  "formula": "C4H11N2S",
  "method": "ωB97M-V with the def2-TZVPD basis set",
  "symbols": ["C", "C", "C", "S", "N", "C", "N", "H", "H", "H", "H", "H", "H", "H", "H", "H", "H", "H"],
  "xyz": [[0.674, 1.274, -1.676], [0.471, 0.734, -0.259], [1.722, 0.037, 0.286], [3.336, 0.904, 0.334], [-0.657, -0.191, -0.262], [-1.041, -0.730, 1.023], [-2.287, -1.437, 0.844], [-0.261, 1.774, -1.974], [1.519, 1.951, -1.658], [0.738, 0.460, -2.399], [0.289, 1.599, 0.395], [1.570, -0.035, 1.369], [1.781, -0.973, -0.114], [-1.478, -0.088, -0.832], [-1.194, 0.070, 1.764], [-0.215, -1.350, 1.386], [-2.793, -1.846, 1.614], [-2.174, -2.156, 0.160]],
  "smiles": "C[C@H](C[S-])NCN",
  "homo_energy_ev": -2.14,
  "total_charge": -1,
  "mol_weight_g_mol": 119.21,
  "gap_ev": 5.7,
  "lumo_energy_ev": 3.548
}

***

Quick look at relative energies in hartree: A 0.0000; B 0.0344; C 0.0177.

***

A.
{
  "formula": "C7H8O",
  "method": "ωB97M-V with the def2-TZVPD basis set",
  "symbols": ["C", "C", "C", "C", "C", "C", "C", "H", "H", "H", "H", "H", "H", "H", "H", "O"],
  "xyz": [[-0.019, -1.533, -0.835], [0.173, -0.088, -1.280], [-1.157, 0.233, 0.442], [-0.493, 1.408, 1.101], [0.801, 1.369, 0.813], [1.012, 0.144, -0.022], [-0.042, -0.866, 0.549], [0.862, -2.142, -1.128], [-0.953, -2.015, -1.134], [0.512, 0.149, -2.279], [-2.184, 0.052, 0.809], [-1.029, 2.243, 1.543], [1.515, 2.181, 0.978], [2.040, -0.221, -0.062], [0.100, -1.401, 1.483], [-1.140, 0.488, -0.976]],
  "homo_energy_ev": -9.42,
  "mol_weight_g_mol": 108.14,
  "gap_ev": 10.5,
  "lumo_energy_ev": 1.098
}

***

B.
{
  "formula": "C7H8O",
  "method": "ωB97M-V with the def2-TZVPD basis set",
  "symbols": ["C", "C", "C", "C", "C", "C", "C", "O", "H", "H", "H", "H", "H", "H", "H", "H"],
  "xyz": [[0.536, 0.760, -2.122], [1.749, 0.163, -1.860], [-0.187, 0.460, -1.013], [0.620, -0.460, -0.142], [-1.386, 0.281, -0.174], [-0.495, -0.669, 0.809], [-0.286, -0.208, 2.219], [1.787, -0.500, -0.727], [0.365, 1.253, -3.023], [2.561, -0.011, -2.510], [-1.656, 1.080, 0.504], [-2.215, -0.029, -0.780], [-0.771, -1.667, 0.920], [0.161, 0.836, 2.418], [0.483, -1.011, 2.586], [-1.268, -0.277, 2.894]],
  "smiles": "C[C@H]1Cc2ccoc21",
  "homo_energy_ev": -7.72,
  "mol_weight_g_mol": 108.14,
  "gap_ev": 8.7,
  "lumo_energy_ev": 1.024
}

***

C.
{
  "formula": "C7H8O",
  "method": "ωB97M-V with the def2-TZVPD basis set",
  "symbols": ["C", "C", "C", "C", "C", "C", "C", "H", "H", "H", "H", "H", "H", "H", "H", "O"],
  "xyz": [[-1.422, 0.415, 0.945], [-0.272, -0.558, 0.664], [0.230, -1.500, -0.333], [1.289, -0.937, -0.966], [1.768, 0.488, -0.699], [0.901, 1.406, -0.184], [-0.419, 0.751, -0.036], [-3.230, -0.315, 0.964], [-1.421, 0.725, 2.001], [0.364, -0.549, 1.552], [-0.030, -2.542, -0.483], [1.985, -1.434, -1.640], [2.800, 0.741, -1.033], [1.069, 2.451, -0.157], [-0.917, 0.595, -1.000], [-2.696, 0.264, 0.404]],
  "smiles": "OC1[C@H]2C=CC=C[C@H]12",
  "homo_energy_ev": -8.59,
  "mol_weight_g_mol": 108.14,
  "gap_ev": 9.5,
  "lumo_energy_ev": 0.903
}

***

Quick look at relative energies in hartree: A 0.0000; B 0.0687; C 0.0477.

***

A.
{
  "formula": "C33H41NO10P4S3W",
  "method": "ωB97M-V with the def2-TZVPD basis set",
  "symbols": ["W", "S", "P", "C", "P", "S", "C", "C", "C", "C", "C", "C", "C", "C", "C", "C", "C", "C", "C", "C", "C", "C", "C", "C", "C", "C", "C", "C", "C", "C", "H", "H", "H", "H", "H", "H", "H", "H", "H", "H", "H", "H", "H", "H", "H", "H", "H", "H", "H", "H", "N", "C", "C", "P", "O", "O", "O", "P", "O", "O", "O", "H", "H", "H", "H", "H", "H", "H", "H", "C", "C", "C", "O", "C", "O", "O", "H", "H", "H", "H", "H", "H", "H", "C", "S", "C", "O", "H", "H", "H", "H", "H", "H"],
  "xyz": [[1.036, 0.236, -0.865], [3.026, 0.198, 0.786], [1.584, -0.682, 1.884], [0.252, -0.427, 0.783], [-1.602, 1.314, 0.837], [-0.295, 2.330, -0.300], [-3.151, 0.971, 0.006], [-3.569, 1.766, -1.055], [-4.771, 1.490, -1.688], [-5.556, 0.432, -1.257], [-5.137, -0.366, -0.199], [-3.928, -0.108, 0.426], [-1.925, 2.201, 2.371], [-0.908, 2.973, 2.930], [-1.110, 3.606, 4.145], [-2.322, 3.469, 4.808], [-3.336, 2.699, 4.256], [-3.141, 2.068, 3.037], [1.908, -2.430, 2.209], [2.067, -2.948, 3.489], [2.315, -4.304, 3.659], [2.410, -5.137, 2.555], [2.263, -4.617, 1.273], [2.011, -3.268, 1.096], [1.292, 0.088, 3.489], [2.188, 1.005, 4.024], [1.934, 1.576, 5.264], [0.784, 1.238, 5.961], [-0.121, 0.332, 5.423], [0.131, -0.244, 4.189], [-2.941, 2.577, -1.402], [-5.087, 2.097, -2.526], [-6.493, 0.218, -1.754], [-5.746, -1.198, 0.128], [-3.580, -0.748, 1.227], [0.033, 3.082, 2.407], [-0.319, 4.208, 4.573], [-2.480, 3.969, 5.755], [-4.284, 2.600, 4.768], [-3.943, 1.487, 2.598], [2.001, -2.301, 4.354], [2.438, -4.707, 4.656], [2.609, -6.192, 2.690], [2.357, -5.261, 0.408], [1.912, -2.856, 0.097], [3.078, 1.270, 3.465], [2.637, 2.284, 5.684], [0.586, 1.687, 6.927], [-1.025, 0.079, 5.962], [-0.573, -0.953, 3.768], [0.085, -2.960, -4.039], [0.813, -1.643, -4.213], [1.232, -1.566, -5.680], [2.299, -1.863, -3.129], [3.361, -0.824, -3.678], [2.695, -3.276, -3.319], [1.888, -1.443, -1.719], [-0.477, -0.358, -3.827], [-0.069, 0.889, -4.682], [-1.742, -0.995, -4.273], [-0.380, -0.010, -2.342], [0.760, -3.715, -4.200], [-0.723, -2.959, -4.666], [-0.292, -3.057, -3.075], [1.886, -2.402, -5.935], [1.773, -0.641, -5.858], [0.354, -1.573, -6.330], [3.207, 0.052, -3.263], [0.442, 1.613, -4.210], [4.179, 3.797, -2.851], [2.903, 3.645, -2.032], [2.112, 4.945, -1.983], [3.332, 3.262, -0.733], [2.066, 2.535, -2.694], [1.231, 2.823, -3.548], [2.304, 1.320, -2.310], [4.796, 4.577, -2.405], [3.945, 4.072, -3.880], [4.739, 2.863, -2.843], [2.729, 5.715, -1.518], [1.202, 4.820, -1.392], [1.821, 5.263, -2.982], [2.569, 3.020, -0.194], [-1.601, -4.314, -0.081], [-1.533, -2.822, -1.089], [-3.148, -2.908, -1.883], [-1.067, -0.116, 1.290], [-2.403, -4.237, 0.654], [-0.650, -4.394, 0.444], [-1.750, -5.204, -0.692], [-3.274, -3.853, -2.414], [-3.184, -2.085, -2.597], [-3.940, -2.795, -1.146]],
  "homo_energy_ev": [-6.94, -7.84],
  "multiplicity": 3,
  "mol_weight_g_mol": 1015.62,
  "gap_ev": [7.0, 7.7],
  "lumo_energy_ev": [0.059, -0.097]
}

***

B.
{
  "formula": "C33H41NO10P4S3W",
  "method": "ωB97M-V with the def2-TZVPD basis set",
  "symbols": ["W", "S", "P", "C", "P", "S", "C", "C", "C", "C", "C", "C", "C", "C", "C", "C", "C", "C", "C", "C", "C", "C", "C", "C", "C", "C", "C", "C", "C", "C", "H", "H", "H", "H", "H", "H", "H", "H", "H", "H", "H", "H", "H", "H", "H", "H", "H", "H", "H", "H", "N", "C", "C", "P", "O", "O", "O", "P", "O", "O", "O", "H", "H", "H", "H", "H", "H", "H", "H", "C", "C", "C", "O", "C", "O", "O", "H", "H", "H", "H", "H", "H", "H", "C", "S", "C", "O", "H", "H", "H", "H", "H", "H"],
  "xyz": [[-1.203, -0.185, 0.279], [-1.283, 1.312, -1.818], [0.718, 1.323, -1.435], [0.862, 0.655, 0.098], [0.826, 1.434, 1.571], [-1.112, 1.863, 1.909], [1.399, 0.258, 2.848], [0.882, 0.273, 4.141], [1.362, -0.616, 5.095], [2.360, -1.524, 4.760], [2.863, -1.558, 3.464], [2.378, -0.674, 2.509], [1.914, 2.867, 1.796], [1.477, 3.983, 2.499], [2.315, 5.079, 2.651], [3.584, 5.064, 2.091], [4.021, 3.951, 1.383], [3.190, 2.852, 1.240], [1.453, 2.962, -1.669], [0.816, 4.057, -1.090], [1.411, 5.307, -1.127], [2.642, 5.469, -1.750], [3.277, 4.383, -2.332], [2.686, 3.127, -2.291], [1.485, 0.261, -2.681], [1.317, 0.529, -4.038], [1.854, -0.327, -4.982], [2.553, -1.458, -4.575], [2.712, -1.729, -3.226], [2.175, -0.871, -2.275], [0.082, 0.960, 4.387], [0.952, -0.603, 6.097], [2.743, -2.208, 5.508], [3.626, -2.277, 3.193], [2.724, -0.719, 1.483], [0.474, 3.998, 2.910], [1.973, 5.948, 3.199], [4.234, 5.923, 2.200], [5.007, 3.944, 0.935], [3.522, 1.986, 0.678], [-0.140, 3.917, -0.596], [0.919, 6.155, -0.667], [3.108, 6.446, -1.779], [4.236, 4.510, -2.819], [3.184, 2.277, -2.740], [0.753, 1.401, -4.353], [1.720, -0.122, -6.037], [2.963, -2.134, -5.315], [3.240, -2.620, -2.910], [2.255, -1.081, -1.215], [0.054, -3.119, 3.195], [-0.913, -3.586, 2.117], [-1.272, -5.040, 2.368], [-2.322, -2.426, 2.494], [-3.524, -2.825, 1.557], [-2.565, -2.662, 3.932], [-1.757, -1.066, 2.098], [-0.022, -3.345, 0.528], [1.454, -3.886, 0.972], [-0.543, -4.199, -0.561], [0.150, -1.852, 0.393], [-0.483, -3.076, 4.075], [0.383, -2.165, 2.988], [0.873, -3.724, 3.254], [-1.753, -5.155, 3.340], [-0.389, -5.683, 2.317], [-1.966, -5.367, 1.596], [-3.369, -2.441, 0.661], [1.686, -4.637, 0.411], [-2.390, -1.404, -4.195], [-2.176, -2.290, -2.981], [-2.739, -3.697, -3.223], [-0.793, -2.336, -2.746], [-2.948, -1.734, -1.768], [-4.132, -1.458, -1.853], [-2.314, -1.706, -0.609], [-1.921, -1.876, -5.059], [-1.926, -0.432, -4.033], [-3.453, -1.270, -4.384], [-2.240, -4.128, -4.090], [-3.812, -3.649, -3.410], [-2.553, -4.338, -2.359], [-0.639, -2.997, -2.044], [-5.731, 0.549, -0.082], [-4.132, 1.131, -0.594], [-4.252, 2.834, -0.070], [-3.221, 0.525, 0.481], [-5.844, 0.727, 0.986], [-5.745, -0.512, -0.317], [-6.492, 1.074, -0.659], [-4.980, 3.345, -0.700], [-3.261, 3.260, -0.212], [-4.536, 2.869, 0.981]],
  "homo_energy_ev": [-6.95, -7.47],
  "multiplicity": 3,
  "mol_weight_g_mol": 1015.62,
  "gap_ev": [7.3, 7.8],
  "lumo_energy_ev": [0.365, 0.329]
}

***

Quick look at relative energies in hartree: A 0.0000; B 0.0263.